(1)
# C37H54BIN7O5S

8 unconnected molecules or ions with the total composition C37H54BIN7O5S (ωB97M-V/def2-TZVPD, the OMol25 dataset).

Geometry as ORCA input:
```
! wB97M-V def2-TZVPD RIJCOSX def2/J DEFGRID3
* xyz -1 1
C 1.16794 -2.40283 1.05448
C 0.55040 -1.01249 1.16674
C 0.41685 -0.46812 2.57893
I 2.42279 -0.20671 3.40068
C -0.53711 0.76185 2.74989
C -0.87787 1.52703 1.45480
C -0.08269 2.78331 1.08072
C 1.18843 2.49378 0.28565
C 2.08095 3.70996 0.05479
S 2.65541 4.46060 1.55862
O 1.81885 5.55352 1.95718
O 3.01716 3.45167 2.49867
O 4.00235 5.11373 0.95119
C -0.18253 1.73809 3.88548
O -0.52038 1.05158 5.04213
B -1.85420 0.45884 4.71121
O -1.74188 0.19643 3.20904
H 0.49663 -3.16636 1.45549
H 1.36674 -2.64172 0.00413
H 2.11267 -2.46835 1.59523
H 1.10482 -0.31028 0.53643
H -0.46940 -1.07871 0.76755
H -0.00355 -1.24092 3.21735
H -1.91305 1.81040 1.64201
H -0.89260 0.87222 0.57590
H -0.74068 3.40457 0.46114
H 0.14809 3.38383 1.96267
H 1.77197 1.70120 0.76334
H 0.91283 2.14353 -0.71612
H 1.56375 4.50328 -0.48770
H 2.98348 3.44107 -0.49450
H 4.26626 5.83914 1.53324
H 0.85498 2.08365 3.88965
H -0.83750 2.62039 3.74073
H -2.76039 1.29623 4.88793
H -2.05386 -0.56746 5.34963
N 1.39699 -1.80513 -3.11184
C 0.95961 -2.58206 -4.15039
C -0.38360 -2.35610 -4.30252
C -0.76679 -1.39994 -3.31987
C 0.35583 -1.08170 -2.60217
H 2.34132 -1.76743 -2.77228
H 1.63468 -3.22352 -4.69046
H -1.02104 -2.82978 -5.03094
H -1.75399 -1.00333 -3.14946
H 0.50250 -0.41078 -1.77219
N -4.29693 2.28760 -0.01279
C -4.75991 3.42661 -0.61414
C -5.52885 4.09611 0.30083
C -5.53619 3.32262 1.49577
C -4.76471 2.21440 1.26802
H -3.68461 1.61163 -0.43109
H -4.49141 3.67263 -1.62735
H -6.02113 5.04068 0.13850
H -6.03832 3.56991 2.41563
H -4.48699 1.39644 1.91490
N 0.52695 -6.19052 0.77649
C -0.13967 -7.20164 1.41210
C 0.78407 -7.95294 2.08959
C 2.05786 -7.36640 1.85508
C 1.86508 -6.28319 1.03939
H 0.10252 -5.47809 0.21091
H -1.20950 -7.29545 1.33823
H 0.57296 -8.81345 2.70191
H 3.00594 -7.69431 2.24801
H 2.55983 -5.56807 0.63297
N 2.57813 -6.46968 6.35443
C 1.68265 -6.51797 5.32210
C 0.62211 -7.28415 5.72612
C 0.89136 -7.71555 7.05427
C 2.10634 -7.19516 7.41408
H 3.44319 -5.96244 6.33915
H 1.87151 -6.00451 4.39493
H -0.25122 -7.50232 5.13477
H 0.26099 -8.32881 7.67674
H 2.66569 -7.27243 8.33062
N 0.45256 0.86406 -6.11875
C 0.58573 2.00001 -6.86438
C 1.90052 2.38882 -6.79731
C 2.58129 1.44370 -5.97862
C 1.65556 0.51652 -5.57614
H -0.39744 0.35037 -5.96682
H -0.25550 2.43944 -7.37285
H 2.32342 3.25828 -7.27519
H 3.62611 1.44894 -5.71583
H 1.72841 -0.35832 -4.95563
N 2.59765 1.72957 -10.09554
C 1.61614 1.89892 -11.02936
C 2.20847 1.92727 -12.26548
C 3.60664 1.76788 -12.06521
C 3.81190 1.64853 -10.71490
H 2.44460 1.67777 -9.10075
H 0.58292 1.98376 -10.73871
H 1.69780 2.04838 -13.20635
H 4.37164 1.74370 -12.82342
H 4.71671 1.51258 -10.14750
N -4.06526 3.93187 4.88004
C -3.14646 4.25793 5.83147
C -3.79875 4.92398 6.83768
C -5.17263 4.99133 6.47670
C -5.30195 4.36488 5.26328
H -3.85334 3.42643 4.03639
H -2.11537 3.96672 5.72404
H -3.34419 5.30280 7.73819
H -5.97393 5.43584 7.04447
H -6.17215 4.19032 4.65413
*
```

HOMO-LUMO gap in eV: 6.231
Maximum force in eV/Å: 0.30
E_LUMO in hartree: 0.06094
E_HOMO in eV: -4.57

***

(2)
# C37H54Br39I2NO4P

A molecular structure, C37H54Br39I2NO4P at a distorted geometry (ωB97M-V/def2-TZVPD, the OMol25 dataset).

Geometry as ORCA input:
```
! wB97M-V def2-TZVPD RIJCOSX def2/J DEFGRID3
* xyz 1 1
C 3.62579 4.49276 3.91166
C 2.22953 5.35069 3.80639
C 0.94953 4.42075 4.22643
N 0.76705 3.16630 3.37724
C 1.38417 1.89544 4.00075
C 1.29620 0.42272 3.28132
C 0.45055 0.37676 1.84678
C 0.33923 -1.11840 1.14475
I -1.41296 -2.45539 1.30647
C 1.51256 -1.66223 0.35491
C 2.93226 -0.86756 0.12593
I 1.39516 -3.69705 -0.54977
C -0.23305 1.75784 1.19272
P -1.19946 1.49807 -0.41205
O -2.46773 0.53265 -0.16385
O -0.17144 0.60265 -1.53570
O -1.80947 2.89505 -1.22026
C -0.00235 3.14069 2.03887
C -0.63190 4.56253 1.44766
C -2.09819 4.94957 2.06624
C -3.07101 3.69100 2.43798
C -4.24692 4.30675 3.45694
C -5.73784 4.33108 2.77721
C -6.78963 3.27412 3.51339
C -6.54585 1.70427 3.10545
C -7.81962 1.02253 2.27644
C -7.42887 0.81195 0.67940
C -7.52006 2.19281 -0.21331
C -6.56992 2.07731 -1.56354
C -5.21744 3.01583 -1.34248
O -5.46252 4.39801 -1.78120
C -4.24134 5.21879 -1.70886
H 4.49210 5.23258 3.56030
H 3.80528 4.06924 4.98920
H 3.59118 3.59652 3.12848
H 2.13331 5.77059 2.70223
H 2.22696 6.30944 4.51796
H -0.03226 5.09469 4.15607
H 0.98503 4.06520 5.36388
H 1.94693 1.96562 5.03915
H 1.75999 -0.56263 3.73616
H 3.29728 -0.51320 1.20439
H 2.84594 0.09045 -0.54229
H 3.75216 -1.62697 -0.25720
H 0.54377 1.22688 -1.88542
H -1.07089 3.17682 -1.86884
H -0.57613 4.62192 0.25625
H 0.10282 5.43952 1.79345
H -2.66319 5.57692 1.22426
H -1.96016 5.71751 2.96865
H -3.63267 3.31495 1.47959
H -2.57415 2.82277 3.04375
H -3.89640 5.35273 3.90189
H -4.31573 3.58728 4.40622
H -6.18593 5.41481 2.98553
H -5.67458 4.16591 1.61507
H -6.82155 3.39616 4.68422
H -7.87210 3.56258 3.12071
H -6.42609 1.02566 4.08035
H -5.60855 1.60982 2.40994
H -8.83440 1.59060 2.44396
H -7.99091 -0.07781 2.70285
H -6.31063 0.41778 0.64729
H -8.17478 0.04207 0.16871
H -8.61012 2.43679 -0.59615
H -7.20472 3.09440 0.49278
H -7.16462 2.58141 -2.44719
H -6.25346 0.97090 -1.78997
H -5.03041 3.05873 -0.17523
H -4.31017 2.49805 -1.87079
H -3.69314 5.15317 -2.76633
H -3.52016 4.85668 -0.83762
H -4.46023 6.36286 -1.49252
C 0.54770 -4.04113 -4.76139
Br 0.75488 -5.78054 -5.60749
Br 2.15938 -2.96310 -4.91861
Br -1.02104 -3.09805 -5.41992
H 0.38705 -4.22217 -3.69348
C -0.97765 -7.23695 0.16819
Br -2.34940 -8.60891 0.02553
Br -0.63105 -6.74957 2.01933
Br 0.65261 -7.74353 -0.76435
H -1.36654 -6.34294 -0.33036
C 6.07714 0.08239 -2.94099
Br 5.69822 1.85166 -3.65544
Br 6.12145 0.08131 -0.99614
Br 4.85114 -1.25751 -3.63782
H 7.08003 -0.19278 -3.28379
C 5.92235 -4.83300 -2.14013
Br 4.55060 -6.20497 -2.28280
Br 6.26895 -4.34563 -0.28899
Br 7.55261 -5.33959 -3.07267
H 5.53346 -3.93900 -2.63868
C 1.25735 7.80996 -0.16907
Br 1.62145 9.22072 -1.45808
Br -0.37455 8.14943 0.83396
Br 1.24163 6.05303 -1.00388
H 2.08210 7.81435 0.55121
C 5.26688 6.52688 -0.48881
Br 6.66818 7.50678 -1.41644
Br 5.73316 4.65407 -0.24472
Br 4.78031 7.37668 1.19198
H 4.37946 6.55450 -1.12971
C -9.02762 0.03996 -4.43129
Br -10.51438 0.95596 -5.28851
Br -7.33163 0.92511 -4.78419
Br -9.33188 -0.20830 -2.52609
H -8.96651 -0.95790 -4.87801
C -11.72322 -0.67269 1.56742
Br -10.38411 -2.00897 1.11412
Br -11.69823 -0.23692 3.46318
Br -11.56461 0.91673 0.45721
H -12.70172 -1.11542 1.35401
C 7.80506 -9.46340 -4.92813
Br 6.31830 -8.54739 -5.78536
Br 9.50105 -8.57825 -5.28103
Br 7.50080 -9.71166 -3.02293
H 7.86617 -10.46126 -5.37485
C -3.21044 -11.12991 -3.02178
Br -3.26614 -12.75166 -4.09470
Br -2.80408 -9.56236 -4.09977
Br -4.83836 -10.89237 -1.98378
H -2.38960 -11.24769 -2.30667
C 7.99849 -6.38856 3.20501
Br 8.93145 -7.49851 4.50190
Br 9.06062 -4.84775 2.67381
Br 7.39936 -7.41935 1.66796
H 7.10148 -6.00299 3.70072
C 13.90982 -8.60658 -6.73437
Br 13.53090 -6.83731 -7.44882
Br 13.95413 -8.60766 -4.78952
Br 12.68382 -9.94649 -7.43120
H 14.91271 -8.88176 -7.07717
C 10.67719 -0.75622 2.98417
Br 11.20541 -2.13750 1.72030
Br 11.08969 -1.25706 4.81813
Br 11.43056 0.97611 2.52001
H 9.58854 -0.66003 2.91617
*
```

HOMO-LUMO gap in eV: 6.119
Maximum force in eV/Å: 7.36
E_LUMO in hartree: -0.18018
E_HOMO in eV: -11.02